Entry 1:
{"formula": "CH3BrCl2Si", "method": "ωB97M-V with the def2-TZVPD basis set", "symbols": ["C", "Si", "Cl", "Cl", "Br", "H", "H", "H"], "positions_angstrom": [[-0.908, -0.193, 0.045], [1.093, 0.323, -0.068], [-1.361, -0.706, 1.684], [-1.257, -1.630, -1.155], [-1.927, 1.372, -0.467], [1.854, -0.967, -0.007], [1.049, 0.911, -1.327], [1.456, 0.889, 1.296]], "lowdin_charge": [-1.756, 0.593, 0.454, 0.367, 0.557, -0.068, -0.095, -0.051], "e_above_lowest_kcal_mol": 90.7, "homo_energy_ev": -10.27, "homo_lumo_gap_ha": 0.380, "e_lumo_ha": 0.002, "smiles": "[SiH3]C(Cl)(Cl)Br"}



Entry 2:
{"formula": "CH3BrFOP", "method": "ωB97M-V with the def2-TZVPD basis set", "symbols": ["C", "O", "F", "P", "Br", "H", "H", "H"], "positions_angstrom": [[-0.559, -0.281, 0.451], [-1.854, -0.154, -0.199], [1.194, 1.709, -0.842], [1.419, 0.788, 0.481], [2.489, -0.838, -0.566], [-0.746, -0.224, 1.524], [-1.769, 0.276, -1.052], [-0.173, -1.275, 0.203]], "lowdin_charge": [-0.337, -0.113, -0.453, 0.555, 0.230, 0.038, 0.072, 0.008], "e_above_lowest_kcal_mol": 67.7, "homo_energy_ev": -9.41, "homo_lumo_gap_ha": 0.344, "e_lumo_ha": -0.002, "smiles": "OCP(F)Br"}



Entry 3:
{"formula": "CH3BrN2", "method": "ωB97M-V with the def2-TZVPD basis set", "symbols": ["C", "N", "N", "Br", "H", "H", "H"], "positions_angstrom": [[-0.752, 0.219, -0.061], [-0.144, -1.006, -0.279], [0.877, -1.591, -0.067], [2.765, 0.760, 0.334], [-1.336, 0.263, 0.856], [-1.375, 0.424, -0.899], [-0.035, 0.932, 0.116]], "lowdin_charge": [-0.093, -0.082, 0.217, -0.244, 0.116, 0.094, -0.009], "e_above_lowest_kcal_mol": 21.2, "homo_energy_ev": [-8.52, -9.45], "homo_lumo_gap_ha": [0.215, 0.305], "e_lumo_ha": [-0.098, -0.043]}



Entry 4:
{"formula": "CH3BrN2", "method": "ωB97M-V with the def2-TZVPD basis set", "symbols": ["C", "N", "N", "Br", "H", "H", "H"], "positions_angstrom": [[-0.392, 0.573, 0.156], [-0.350, -0.662, 0.765], [0.497, -1.797, 0.060], [1.485, -1.255, -1.294], [0.065, 1.379, 0.859], [-1.459, 1.081, 0.320], [0.154, 0.682, -0.866]], "lowdin_charge": [-0.315, -0.102, -0.512, 0.700, 0.102, 0.120, 0.006], "multiplicity": 3, "e_above_lowest_kcal_mol": 42.5, "homo_energy_ev": [-8.68, -10.29], "homo_lumo_gap_ha": [0.340, 0.291], "e_lumo_ha": [0.021, -0.087]}



Entry 5:
{"formula": "CH3BrN4", "method": "ωB97M-V with the def2-TZVPD basis set", "symbols": ["C", "N", "N", "N", "N", "Br", "H", "H", "H"], "positions_angstrom": [[0.410, 0.883, -0.284], [1.154, -0.215, -0.897], [0.865, -1.264, -0.334], [0.004, -1.100, 0.641], [-0.540, 0.276, 0.638], [-2.395, 0.249, -0.047], [1.116, 1.481, 0.310], [-0.039, 1.526, -1.039], [-0.575, -1.836, 1.012]], "lowdin_charge": [-0.310, -0.001, -0.043, -0.087, -0.419, 0.534, 0.118, 0.090, 0.118], "e_above_lowest_kcal_mol": 0.0, "homo_energy_ev": -9.36, "homo_lumo_gap_ha": 0.331, "e_lumo_ha": -0.013, "smiles": "BrN1CN=NN1"}



Entry 6:
{"formula": "CH3BrNO2V", "method": "ωB97M-V with the def2-TZVPD basis set", "symbols": ["V", "Br", "C", "N", "O", "O", "H", "H", "H"], "positions_angstrom": [[8.895, 26.340, 18.385], [8.443, 27.933, 20.519], [5.988, 30.844, 20.817], [5.982, 32.035, 21.743], [5.265, 33.004, 21.372], [6.544, 31.918, 22.827], [5.078, 30.349, 21.158], [6.962, 30.363, 20.905], [5.863, 31.213, 19.799]], "lowdin_charge": [1.095, -0.026, 0.025, -0.418, 0.041, 0.065, 0.108, 0.017, 0.093], "multiplicity": 4, "homo_energy_ev": [-13.01, -13.02], "total_charge": 1, "homo_lumo_gap_ha": [0.182, 0.195], "e_lumo_ha": [-0.296, -0.283]}



Entry 7:
{"formula": "CH3BrS", "method": "ωB97M-V with the def2-TZVPD basis set", "symbols": ["C", "S", "Br", "H", "H", "H"], "positions_angstrom": [[0.703, -0.044, 0.048], [-0.422, 1.330, -0.207], [-2.798, -0.437, 0.033], [0.785, -0.447, -0.987], [0.049, -0.767, 0.602], [1.683, 0.366, 0.512]], "lowdin_charge": [-0.562, 0.532, -0.062, 0.022, -0.004, 0.073], "e_above_lowest_kcal_mol": 45.0, "homo_energy_ev": [-9.82, -9.79], "homo_lumo_gap_ha": [0.240, 0.238], "e_lumo_ha": [-0.121, -0.122]}



Entry 8:
{"formula": "CH3Cl2N4", "method": "ωB97M-V with the def2-TZVPD basis set", "symbols": ["C", "N", "N", "N", "N", "Cl", "Cl", "H", "H", "H"], "positions_angstrom": [[1.433, 0.416, -0.208], [2.034, 0.198, 0.777], [-1.593, 0.945, 0.121], [-1.428, -0.267, -0.127], [-0.394, -0.841, -0.479], [-0.229, 1.930, -0.111], [-2.978, -1.157, 0.136], [1.568, 0.376, -1.265], [2.009, 0.242, 1.779], [-0.422, -1.842, -0.623]], "lowdin_charge": [-0.185, 0.230, -0.369, -0.701, 0.052, 0.879, 0.744, 0.105, 0.135, 0.109], "e_above_lowest_kcal_mol": 82.3, "homo_energy_ev": -14.65, "total_charge": 1, "homo_lumo_gap_ha": 0.331, "e_lumo_ha": -0.208}



no.,calculated total energy (eV)
1,-104049.2973
2,-85181.4891
3,-74105.4121
4,-74102.0894
5,-77085.0663
6,-102387.4302
7,-81961.0262
8,-32076.9249